15
Properties=species:S:1:pos:R:3:forces:R:3:mulliken_charge:R:1 method="wB97M-V/def2-TZVPD" gap_ev=11.33 mol_weight_g_mol=100.12 smiles="CC1(OC=O)CC1" e_tot_ev=-9408.8503 relative_energy_kcal_mol=22.64 homo_ha=-0.380
C 1.0631 0.2399 -1.0600 0.02 0.01 -0.03 -1.34
C 0.1823 -0.0698 0.1289 0.17 0.16 0.00 1.17
O -0.6271 -1.2360 -0.0351 -0.07 -0.03 -0.07 -0.34
C -1.5993 -1.1787 -0.9545 -0.15 0.27 -0.26 0.08
O -1.8727 -0.2377 -1.6523 0.11 -0.40 0.39 -0.47
C -0.3733 1.0061 1.0071 -0.16 0.14 -0.03 -0.76
C 0.6894 0.0678 1.5253 0.14 -0.09 0.07 -0.66
H 1.3271 1.3014 -1.0710 0.02 -0.16 0.07 0.31
H 0.5300 0.0323 -1.9899 0.09 0.07 0.12 0.40
H 1.9847 -0.3500 -1.0363 -0.13 0.03 0.00 0.28
H -2.1159 -2.1498 -0.9832 0.02 0.11 0.00 0.38
H -0.0939 2.0306 0.7772 -0.06 -0.18 0.00 0.22
H -1.3808 0.8852 1.3930 0.15 -0.02 -0.09 0.23
H 1.7031 0.4347 1.6628 -0.18 -0.03 -0.05 0.25
H 0.3762 -0.6933 2.2339 0.05 0.12 -0.12 0.25

***

15
Properties=species:S:1:pos:R:3:forces:R:3:mulliken_charge:R:1 method="wB97M-V/def2-TZVPD" gap_ev=9.74 mol_weight_g_mol=100.12 smiles="CC(C)=O.C=C=O" e_tot_ev=-9407.8696 relative_energy_kcal_mol=45.26 homo_ha=-0.327
C 1.1335 -1.1216 -0.2686 -0.68 0.16 2.09 -0.86
C -0.1445 -0.3603 -0.2799 -1.53 1.19 0.02 0.80
C -1.3200 -0.9522 -1.0514 -0.82 1.26 1.06 -1.17
O -0.2584 0.7121 0.3143 0.04 -1.12 -1.36 -0.65
H 1.0628 -2.0724 -0.7474 -0.08 -0.64 -0.35 0.33
H 1.3095 -1.2491 0.8644 0.57 0.28 -1.97 0.29
H 1.7882 -0.4732 -0.8196 1.03 0.14 0.26 0.28
H -1.4961 -1.9406 -0.6244 -0.34 0.01 -0.02 0.33
H -1.0274 -1.1019 -2.0631 0.29 -0.18 -0.98 0.35
H -2.2425 -0.2735 -1.0336 1.37 -1.09 0.21 0.30
C -1.0071 1.5027 2.8103 0.33 -0.26 0.02 -1.03
C -0.0153 0.6931 2.5696 1.90 -3.23 0.30 0.92
O 0.8001 -0.1851 2.5563 -1.63 2.69 0.52 -0.52
H -1.2872 1.5302 3.8302 -0.17 0.30 0.91 0.30
H -1.6849 1.7974 2.0595 -0.27 0.49 -0.72 0.32

***

15
Properties=species:S:1:pos:R:3:forces:R:3:mulliken_charge:R:1 method="wB97M-V/def2-TZVPD" gap_ev=8.73 mol_weight_g_mol=100.12 e_tot_ev=-9404.3848 relative_energy_kcal_mol=125.62 homo_ha=-0.297
C -1.3320 0.9454 -0.3342 0.00 0.04 0.01 -1.46
C -0.2292 -0.0046 0.0446 -0.14 0.05 -0.05 1.03
C 0.0889 -0.4526 1.4697 -0.35 -0.09 0.07 -0.65
O 1.4914 -0.3316 1.2405 0.12 0.03 0.01 -0.42
C 1.2654 0.2406 -0.0880 0.14 0.06 -0.26 0.05
C 1.5053 -0.7052 -1.2290 0.10 0.27 0.02 -0.58
O -0.2873 -1.1272 -0.9322 0.02 -0.19 0.06 -0.56
H -1.5006 1.7154 0.4237 0.14 -0.14 -0.05 0.38
H -1.0895 1.4408 -1.2803 -0.05 -0.11 0.11 0.32
H -2.2582 0.3797 -0.4784 0.09 0.11 0.07 0.34
H -0.2259 -1.4702 1.7409 0.07 0.09 -0.04 0.20
H -0.2673 0.2451 2.2419 0.01 -0.09 -0.18 0.30
H 1.6979 1.2447 -0.1638 -0.07 -0.15 0.01 0.40
H 1.2882 -0.1349 -2.1506 0.01 -0.08 0.14 0.19
H -0.1470 -1.9854 -0.5047 -0.07 0.19 0.06 0.45

***

16
Properties=species:S:1:pos:R:3:forces:R:3:mulliken_charge:R:1 method="wB97M-V/def2-TZVPD" gap_ev="6.86 / 5.78" mol_weight_g_mol=131.09 charge=-1 e_tot_ev=-18696.3591 relative_energy_kcal_mol=86.61 homo_ha="-0.120 / -0.094"
C -2.9453 1.0173 0.5589 0.72 -0.50 -2.98 -1.04
C -1.9282 0.4306 -0.2028 0.03 0.13 1.06 0.11
C 0.1930 -1.0103 -0.6968 0.81 2.40 1.59 -0.51
C -0.9052 -0.4253 0.2876 2.88 -1.03 -0.76 -0.32
C 1.1558 0.1639 -0.6218 -0.52 1.22 0.11 -0.28
O 3.3736 1.3254 0.4532 0.94 2.31 0.88 -0.58
O 3.1227 -1.1655 0.7121 0.82 -0.57 -2.56 -0.49
P 2.9375 0.1738 -0.3440 -0.99 -2.32 0.12 -0.07
H -3.7551 1.4495 0.0164 -0.33 0.64 -0.62 0.25
H -3.2510 0.8883 1.5472 0.54 -0.61 1.73 0.34
H -1.8337 0.6271 -1.3286 -0.51 -0.23 1.75 0.21
H 0.7343 -1.8335 -0.2407 -0.35 -0.52 -0.36 0.36
H 0.0665 -1.0203 -1.7452 -1.45 -1.21 -1.10 0.31
H -0.5305 -0.7169 1.3431 -1.53 1.03 -1.58 0.21
H 0.9038 1.0946 -1.2367 -0.06 -1.32 0.77 0.23
H 2.6617 -0.9985 1.4978 -1.02 0.59 1.93 0.27

***

16
Properties=species:S:1:pos:R:3:forces:R:3:mulliken_charge:R:1 method="wB97M-V/def2-TZVPD" gap_ev="8.17 / 8.17" mol_weight_g_mol=132.18 e_tot_ev=-20241.5949 relative_energy_kcal_mol=76.87 homo_ha="-0.283 / -0.283"
C -1.0921 0.3384 -0.1644 4.04 1.83 -0.14 0.55
C 1.7477 -0.5282 1.0742 0.00 -0.11 0.07 -0.83
C 1.3058 0.2973 -0.0514 -3.26 -0.12 -0.01 0.62
C 1.8247 1.6142 -0.4894 -0.01 0.03 -0.01 -1.17
C -2.7983 -1.2853 -0.1787 -0.33 0.07 -0.05 -0.67
O -1.6620 1.3535 -0.4151 -0.28 -0.88 0.13 -0.48
O -1.4233 -0.8839 0.0244 -0.38 -0.99 0.18 -0.20
S 1.8920 -1.2617 -0.5858 0.18 -0.22 -0.19 -0.18
H 2.6869 -0.3044 1.5680 0.03 0.10 -0.03 0.32
H 1.0083 -1.0080 1.7012 -0.07 0.08 0.02 0.24
H 1.5213 1.8199 -1.5132 0.00 0.05 -0.03 0.28
H 2.9184 1.6269 -0.4437 -0.01 -0.02 0.02 0.41
H 1.4369 2.3984 0.1559 -0.05 0.11 0.03 0.29
H -2.8937 -1.6787 -1.1904 0.01 0.04 0.07 0.27
H -3.4622 -0.4325 -0.0415 0.04 -0.05 0.01 0.34
H -3.0103 -2.0659 0.5500 0.07 0.10 -0.07 0.22

***

16
Properties=species:S:1:pos:R:3:forces:R:3:mulliken_charge:R:1 method="wB97M-V/def2-TZVPD" gap_ev=9.39 mol_weight_g_mol=132.18 smiles=O[C@]12CO[C@H](C1)SC2 e_tot_ev=-20242.0871 relative_energy_kcal_mol=65.52 homo_ha=-0.323
O 1.6927 -1.0590 0.0752 3.27 6.40 0.33 -0.62
C 0.4936 -0.3295 -0.0599 0.40 -0.83 -0.04 0.52
C 0.5362 1.0428 -0.8856 0.67 -1.58 3.91 -0.67
O -0.6397 1.6206 -0.4166 -1.12 1.34 0.14 -0.44
C -1.2807 0.7602 0.4829 -0.33 -1.53 1.11 -0.07
C -0.1439 0.1292 1.3202 -1.35 -3.22 -3.02 -0.76
S -2.0863 -0.6995 -0.2389 0.08 -0.78 -0.52 -0.20
C -0.4305 -1.4009 -0.6126 0.03 -0.57 1.15 -0.86
H 2.2276 -0.0508 0.1763 -0.67 -4.98 -0.11 0.43
H 1.4460 1.6525 -0.7019 -0.25 -0.08 0.95 0.37
H 0.5733 1.0292 -1.8911 -0.55 -0.91 -3.71 0.36
H -2.1292 1.1893 0.9527 -0.23 1.28 0.62 0.50
H 0.3917 0.8730 1.7773 1.59 1.55 1.48 0.43
H -0.2767 -0.8917 1.8750 -0.24 2.43 -0.61 0.24
H -0.3787 -1.4637 -1.6614 0.35 -0.14 -1.34 0.41
H 0.0046 -2.4017 -0.1915 -1.63 1.62 -0.34 0.37

***

16
Properties=species:S:1:pos:R:3:forces:R:3:mulliken_charge:R:1 method="wB97M-V/def2-TZVPD" gap_ev=9.04 mol_weight_g_mol=132.18 smiles="CO[C@H]1C(=O)C[C@@H]1S" e_tot_ev=-20240.0593 relative_energy_kcal_mol=112.28 homo_ha=-0.331
C -0.1542 2.3185 -0.1063 0.61 -2.96 0.48 -0.44
O 1.0719 1.4150 0.1590 -0.76 0.86 -1.42 -0.42
C 0.8128 0.1979 -0.4504 -5.45 -0.79 0.48 0.32
C 1.5478 -1.0859 -0.2088 6.14 -1.64 -0.87 0.14
O 2.7829 -1.3183 -0.4936 -5.91 0.66 1.64 -0.57
C 0.3279 -1.9077 0.3689 1.61 -4.12 2.16 -0.67
C -0.4839 -0.6558 0.3420 0.11 2.07 1.24 -0.17
S -2.0624 -0.9682 -0.4014 -0.16 -0.68 -0.52 -0.20
H -0.4044 2.0888 -1.2447 0.27 1.26 2.39 0.25
H -0.9284 1.7494 0.5878 1.05 1.90 -1.57 0.18
H 0.1171 3.3728 0.2435 -0.51 -1.69 -0.83 0.25
H 0.2173 0.2040 -1.4652 2.00 0.33 1.07 0.27
H 0.1534 -3.0738 -0.1413 0.04 3.89 0.95 0.33
H 0.2649 -2.2263 1.5996 1.22 0.61 -3.48 0.21
H -0.5396 -0.2678 1.4352 -0.18 -0.42 -1.93 0.40
H -2.7230 0.1574 -0.2242 -0.09 0.72 0.21 0.12

***

17
Properties=species:S:1:pos:R:3:forces:R:3:mulliken_charge:R:1 method="wB97M-V/def2-TZVPD" gap_ev="7.62 / 7.62" mol_weight_g_mol=164.25 e_tot_ev=-31076.1706 relative_energy_kcal_mol=70.42 homo_ha="-0.305 / -0.305"
C -0.3431 0.3505 0.4033 -0.73 -3.12 -0.68 -0.30
C -0.5349 1.0848 1.4660 -0.07 0.47 0.18 0.20
C 0.2880 -2.0904 -1.0783 -0.30 0.04 0.54 -0.61
C -0.0496 -0.9091 -1.9504 0.02 0.71 0.34 -0.69
C -0.2358 2.5528 1.5604 0.09 -0.15 -0.13 -1.06
O -0.0163 -2.7549 1.4808 0.17 -0.42 0.64 -0.49
O 1.8561 0.6675 -0.9153 1.22 0.05 -0.05 -0.57
S -0.8010 -2.1463 0.4147 0.96 2.96 -0.97 0.39
S 0.4139 0.7209 -1.1498 -1.02 -0.73 -0.04 0.31
H -0.9352 0.6378 2.3670 -0.08 -0.22 0.05 0.33
H 0.1308 -3.0258 -1.6192 -0.03 0.00 -0.01 0.41
H 1.3199 -2.0537 -0.7245 -0.08 0.00 0.12 0.34
H 0.5127 -0.9383 -2.8866 -0.11 0.12 0.04 0.40
H -1.1176 -0.8421 -2.1547 -0.09 0.01 -0.15 0.40
H 0.2178 2.9199 0.6424 0.01 0.10 0.04 0.33
H 0.4489 2.7221 2.3890 0.05 0.12 0.05 0.29
H -1.1546 3.1043 1.7552 -0.02 0.06 0.05 0.30